Entry 1:
Molecular formula: C22H26N4O4
Method: DFT, ωB97M-V with the def2-TZVPD basis set

```
! wB97M-V def2-TZVPD RIJCOSX def2/J DEFGRID3
* xyz 0 1
C -2.6217 -4.3618 -1.4012
O -1.9363 -3.1664 -1.7928
C -1.2065 -2.4723 -0.8467
C -1.2738 -2.7394 0.5374
C -0.5099 -2.0060 1.4484
C 0.3400 -0.9971 0.9945
C 0.4142 -0.7105 -0.3741
C 1.2768 0.3285 -0.9115
O 2.0690 0.9696 -0.2350
N 1.2533 0.5929 -2.2479
C 0.4721 -0.1558 -3.1117
C 0.4791 0.1289 -4.5617
C 1.0679 1.2968 -5.0859
C 1.0436 1.5572 -6.4609
C 0.4286 0.6636 -7.3451
C 0.4027 0.9465 -8.8220
C -0.1553 -0.5004 -6.8362
C -0.1329 -0.7632 -5.4641
N -0.2820 -1.1298 -2.6549
C -0.3563 -1.4347 -1.2938
H -3.0433 -4.8457 -2.2870
H -3.4425 -4.1322 -0.7148
H -1.9354 -5.0669 -0.9219
H -1.9210 -3.5152 0.9288
H -0.5797 -2.2279 2.5085
H 0.9460 -0.4265 1.6935
H 1.9280 1.2533 -2.6021
H 1.5380 2.0287 -4.4369
H 1.5016 2.4651 -6.8426
H 1.3518 0.6492 -9.2776
H 0.2451 2.0136 -9.0044
H -0.4061 0.3934 -9.3094
H -0.6349 -1.2092 -7.5047
H -0.6031 -1.6730 -5.0984
C -1.7311 2.2497 6.3908
N -0.3346 2.0781 6.7932
C 0.5619 1.2053 6.3178
O 1.6957 1.2306 6.7781
C 0.1880 0.2284 5.1720
C 1.3060 -0.7495 4.7738
N -0.3801 0.8680 3.9761
C 0.0868 1.8702 3.2306
C 1.4807 2.4312 3.4283
O -0.6323 2.3402 2.3646
H -2.2316 1.2829 6.3205
H -2.2549 2.8609 7.1279
H -1.7811 2.7554 5.4239
H 0.0197 2.6800 7.5218
H -0.6086 -0.3883 5.5869
H 0.9610 -1.4257 3.9951
H 1.5953 -1.3389 5.6442
H 2.1827 -0.2088 4.4211
H -1.2938 0.5580 3.6886
H 1.6197 3.2631 2.7400
H 2.2183 1.6690 3.1931
H 1.6155 2.7867 4.4455
*
```

Calculated values
E_HOMO	-8.0	eV
SMILES	COc1cccc2c(=O)[nH]c(-c3ccc(C)cc3)nc12.CNC(=O)[C@H](C)NC(C)=O
HOMO-LUMO gap	8.12	eV

Entry 2:
Molecular formula: C22H27Br46ClFN2O2P
Method: DFT, ωB97M-V with the def2-TZVPD basis set

```
! wB97M-V def2-TZVPD RIJCOSX def2/J DEFGRID3
* xyz 0 1
C 4.2543 -3.5949 3.0693
C 2.7333 -4.0617 3.2871
C 2.0967 -4.7734 1.9823
Br 2.1497 -3.6206 0.3639
C 0.6317 -5.2661 2.4103
N 0.6135 -6.5189 3.2562
N -0.3391 -5.6688 1.3231
C -1.5538 -6.0120 2.1125
O -2.1448 -7.0915 2.0030
C -1.8323 -4.7590 3.0850
F -2.3466 -5.0337 4.3996
C -0.3120 -4.2056 3.2042
P -0.4960 -2.4489 2.4880
O -1.6767 -1.5976 3.4258
Cl -1.3483 -2.5690 0.5150
H 4.4012 -2.6389 3.6879
H 4.5005 -3.3954 1.9813
H 4.9384 -4.3724 3.5337
H 2.1512 -3.1230 3.5883
H 2.6341 -4.7914 4.1668
H 2.6930 -5.7153 1.7135
H 0.7692 -7.3454 2.6484
H 1.4122 -6.5263 3.9106
H -0.0608 -6.5248 0.8125
H -2.5879 -4.0293 2.6435
H -0.0308 -4.0980 4.2980
H -1.7598 -2.0575 4.2955
C -1.7888 2.4257 2.1715
Br -2.1189 0.6733 1.4116
Br -1.3746 2.3164 4.0617
Br -0.4285 3.4063 1.1939
H -2.7148 2.9899 2.0795
C -1.4371 2.0163 -2.5780
Br 0.2559 1.9540 -3.5189
Br -2.8170 2.8902 -3.6234
Br -1.9875 0.2590 -1.9845
H -1.2841 2.6205 -1.6848
C -3.2807 6.3793 -5.5234
Br -2.0511 6.1256 -7.0013
Br -3.5703 8.2573 -5.1438
Br -4.9494 5.4326 -5.8028
H -2.8128 5.9449 -4.6422
C -5.2996 -0.5247 4.5527
Br -4.9757 1.2862 3.9462
Br -4.4037 -0.8925 6.2332
Br -7.1939 -0.9255 4.6409
H -4.8669 -1.1912 3.8092
C -10.3246 -3.1152 3.5886
Br -9.0880 -3.3254 2.1107
Br -10.6468 -1.2470 3.9967
Br -11.9780 -4.0816 3.2885
H -9.8525 -3.5556 4.4641
C 2.5173 5.6483 -0.4725
Br 2.4400 5.7733 1.4604
Br 2.1280 3.8535 -1.0973
Br 1.3818 6.9674 -1.3265
H 3.5408 5.8721 -0.7647
C -7.3703 2.2381 -6.0908
Br -7.0133 2.4101 -4.1940
Br -7.9803 0.4558 -6.5492
Br -8.5941 3.6038 -6.7202
H -6.4259 2.3942 -6.6080
C -6.9033 4.5030 5.8371
Br -8.4459 3.5915 5.0975
Br -6.0355 3.4495 7.2137
Br -5.6577 5.0462 4.4539
H -7.2669 5.4111 6.3124
C -0.0412 10.1114 -6.4777
Br -0.4018 10.0172 -4.5757
Br -1.0036 11.5675 -7.3207
Br 1.8602 10.1942 -6.8471
H -0.4116 9.1876 -6.9178
C 4.4371 2.5590 -4.9313
Br 2.8864 1.6624 -5.6698
Br 5.2688 1.5033 -3.5337
Br 5.7041 3.0673 -6.3073
H 4.0844 3.4782 -4.4682
C 7.9557 -0.5188 -1.6530
Br 9.4358 -1.5340 -2.3823
Br 6.7090 -1.6521 -0.6919
Br 8.5697 0.9642 -0.5621
H 7.4145 -0.0923 -2.4971
C 12.6700 0.8849 -1.0065
Br 13.6415 1.1599 -2.6615
Br 12.7359 -0.9643 -0.4311
Br 13.2635 2.0939 0.3880
H 11.6262 1.1182 -1.2074
C 0.8917 -5.1372 -3.2797
Br -0.3374 -4.3917 -1.9798
Br 2.7000 -4.4839 -3.0182
Br 0.8229 -7.0749 -3.3059
H 0.5677 -4.7941 -4.2596
C 9.6736 -1.4451 2.5021
Br 8.4108 -0.6891 3.7639
Br 11.4757 -0.8009 2.8110
Br 9.5955 -3.3822 2.4769
H 9.3783 -1.1018 1.5122
C -5.5748 -1.4639 -1.6435
Br -5.3557 0.1961 -0.6675
Br -6.9673 -2.5736 -0.8762
Br -5.8596 -1.1476 -3.5339
H -4.6413 -2.0152 -1.5509
*
```

Calculated values
E_HOMO	-9.0	eV
HOMO-LUMO gap	8.42	eV

Entry 3:
Molecular formula: C22H27BrCl3N2O2Pd
Method: DFT, ωB97M-V with the def2-TZVPD basis set

```
! wB97M-V def2-TZVPD RIJCOSX def2/J DEFGRID3
* xyz 3 1
Pd 0.4412 -2.9662 0.9388
C -0.2287 5.3664 -0.0119
C 0.4601 4.3040 0.8411
C 2.0035 4.4338 0.6803
C 0.0904 4.5157 2.3347
C 0.1055 2.9127 0.4658
C 0.7020 1.8274 1.2523
C 0.4198 0.5675 0.9460
Br 1.1811 -0.8322 2.0018
C -0.4688 0.1949 -0.1953
O -0.6335 -0.9609 -0.4861
C -1.1099 1.3413 -0.9680
C -0.7632 2.6156 -0.5929
C -2.0819 1.1270 -2.0934
C -2.4236 -0.3190 -2.4528
C -1.4898 1.8175 -3.3536
C -3.3984 1.8550 -1.6982
H 0.0933 6.3503 0.3247
H -1.3148 5.3315 0.0895
H 0.0400 5.2857 -1.0665
H 2.2644 5.4561 0.9539
H 2.3122 4.2699 -0.3520
H 2.5633 3.7685 1.3373
H 0.3499 5.5441 2.5853
H 0.6436 3.8690 3.0151
H -0.9789 4.3872 2.5019
H 1.3605 2.0859 2.0700
H -1.1920 3.4459 -1.1314
H -1.5570 -0.8785 -2.7998
H -3.1446 -0.2898 -3.2686
H -2.8885 -0.8553 -1.6262
H -0.5551 1.3481 -3.6613
H -1.3226 2.8833 -3.2086
H -2.2105 1.7001 -4.1619
H -3.8480 1.4105 -0.8099
H -4.0976 1.7402 -2.5255
H -3.2530 2.9203 -1.5290
O -0.1909 -4.5551 -0.1451
C 0.8381 -5.4469 -0.6331
C 2.1172 -4.6692 -0.6291
C 3.2514 -5.2140 -1.1984
C 4.4509 -4.5223 -1.1355
C 4.4812 -3.2923 -0.4957
C 3.3172 -2.7967 0.0492
N 2.1528 -3.4640 -0.0148
H -1.0459 -4.9683 0.0386
H 0.5690 -5.7349 -1.6500
H 0.9007 -6.3330 -0.0006
H 3.1922 -6.1798 -1.6831
H 5.3470 -4.9407 -1.5742
H 5.3924 -2.7179 -0.4119
H 3.3073 -1.8422 0.5517
Cl -1.8438 -4.5647 5.6022
C -2.6319 -3.5360 4.4164
Cl -4.0670 -4.2981 3.7371
Cl -2.9930 -1.9406 5.0722
C -1.6835 -3.3402 3.3055
N -0.9320 -3.2166 2.4528
*
```

Calculated values
E_HOMO	-18.5	eV
HOMO-LUMO gap	6.66	eV

Entry 4:
Molecular formula: C22H27BrIrN5O3
Method: DFT, ωB97M-V with the def2-TZVPD basis set

```
! wB97M-V def2-TZVPD RIJCOSX def2/J DEFGRID3
* xyz 0 5
Ir -0.6299 0.3797 -0.5636
Br -5.2959 0.6606 5.1248
C -3.7653 0.5962 4.0099
C -3.8910 0.2060 2.6862
C -2.7711 0.1637 1.8779
C -1.5050 0.5103 2.3684
C -1.4052 0.8998 3.7107
C -2.5259 0.9415 4.5217
N -0.4209 0.4520 1.4935
C 0.8414 0.5951 1.9252
C 1.9088 0.5628 1.0111
C 3.2772 0.6590 1.3766
C 4.2398 0.5813 0.4109
C 3.8689 0.4239 -0.9415
C 2.5288 0.3521 -1.2407
N 1.5795 0.3979 -0.3043
H -4.8575 -0.0700 2.2874
H -2.8692 -0.1588 0.8483
H -0.4603 1.1981 4.1396
H -2.4328 1.2522 5.5531
H 1.0628 0.7239 2.9754
H 3.5375 0.7904 2.4185
H 5.2853 0.6502 0.6818
H 4.6061 0.3813 -1.7294
H 2.1724 0.2537 -2.2607
O 0.0019 -0.8734 -4.6108
C -0.3659 -0.3845 -3.5889
N -0.7518 0.1056 -2.5827
O -0.9356 -3.9555 -0.5768
C -0.3303 -2.8001 -0.6999
O -0.9169 -1.7653 -0.4389
C 1.1028 -2.8820 -1.1954
N 1.3179 -4.1969 -1.8204
C 2.5865 -4.7714 -1.3187
C 3.2890 -3.6254 -0.5990
C 2.1146 -2.8315 -0.0362
H 1.2593 -2.0512 -1.8875
H 1.3123 -4.1236 -2.8279
H -0.3070 -4.6024 -0.9884
H 3.1633 -5.1918 -2.1415
H 2.3643 -5.5830 -0.6214
H 3.8454 -3.0085 -1.3082
H 3.9787 -3.9659 0.1719
H 2.3655 -1.8133 0.2467
H 1.7004 -3.3363 0.8411
C -3.1673 2.5043 -1.2955
C -1.8108 3.1764 -1.0586
C -1.9164 4.2237 0.0541
C -1.2896 3.8038 -2.3561
N -0.8601 2.1834 -0.6357
H -3.8775 3.2365 -1.6839
H -3.5637 2.1019 -0.3622
H -3.0682 1.6953 -2.0192
H -2.6126 5.0117 -0.2381
H -0.9438 4.6761 0.2475
H -2.2770 3.7650 0.9753
H -1.9753 4.5803 -2.6998
H -1.2012 3.0426 -3.1306
H -0.3093 4.2525 -2.1948
*
```

Calculated values
E_HOMO (spin up / spin down)	-6.1 / -8.0	eV
HOMO-LUMO gap (spin up / spin down)	6.60 / 7.29	eV

no.,DFT total energy (hartree)
1,-1373.97202
2,-120420.34333
3,-5195.89650
4,-4032.33495